[1]
{
  "formula": "H4O2",
  "method": "ωB97M-V with the def2-TZVPD basis set",
  "elements": ["O", "H", "H", "O", "H", "H"],
  "coordinates": [[1.57747, -0.22567, -0.13284], [2.25047, 0.34563, 0.28350], [0.78199, 0.05217, 0.35362], [-1.12788, -0.14366, 0.02146], [-1.52214, 0.61763, -0.45144], [-1.95991, -0.64610, -0.07430]],
  "forces_ev_per_a": [[0.4, 1.0, 0.9], [-0.1, -0.5, -0.5], [0.0, -0.5, -0.5], [-2.3, 0.6, -0.9], [1.2, 0.3, 0.3], [0.8, -0.8, 0.6]],
  "lowdin_charge": [-0.09, 0.04, -0.01, -0.07, 0.06, 0.06],
  "largest_force_ev_per_a": 2.49,
  "relative_energy_kcal_mol": 7.0,
  "e_tot_ha": -152.863728,
  "charge": 0,
  "smiles": "O.O",
  "e_homo_ev": -10.90,
  "homo_lumo_gap_ev": 11.6
}

[2]
{
  "formula": "H4O2",
  "method": "ωB97M-V with the def2-TZVPD basis set",
  "elements": ["O", "H", "H", "O", "H", "H"],
  "coordinates": [[-1.58604, -0.32724, -0.18110], [-2.36359, 0.31660, -0.17712], [-1.04672, -0.02550, 0.56547], [1.44449, -0.28461, -0.19578], [1.27090, 0.65444, -0.29172], [2.28096, -0.33369, 0.28024]],
  "forces_ev_per_a": [[-1.6, 1.6, 0.3], [1.5, -1.4, 0.0], [0.0, -0.3, -0.3], [0.1, -0.1, 0.2], [0.0, 0.1, -0.1], [-0.1, 0.0, -0.1]],
  "lowdin_charge": [-0.10, 0.07, 0.02, -0.05, 0.03, 0.04],
  "largest_force_ev_per_a": 2.27,
  "relative_energy_kcal_mol": 6.1,
  "e_tot_ha": -152.865209,
  "charge": 0,
  "smiles": "O.O",
  "e_homo_ev": -11.29,
  "homo_lumo_gap_ev": 12.1
}

[3]
{
  "formula": "H4O2",
  "method": "ωB97M-V with the def2-TZVPD basis set",
  "elements": ["O", "H", "H", "O", "H", "H"],
  "coordinates": [[-0.62305, -0.21677, -1.56428], [-0.79982, 0.72224, -1.33267], [-1.49568, -0.64371, -1.40729], [0.84609, 0.16304, 1.55874], [0.42643, 0.75337, 0.91967], [0.08480, -0.40207, 1.86463]],
  "forces_ev_per_a": [[-1.2, 0.6, 0.5], [0.2, -0.9, -0.4], [0.9, 0.3, -0.2], [-1.4, -0.7, 0.5], [0.2, -0.2, 0.0], [1.3, 0.8, -0.5]],
  "lowdin_charge": [-0.08, 0.04, 0.05, -0.08, 0.01, 0.06],
  "largest_force_ev_per_a": 1.65,
  "relative_energy_kcal_mol": 6.9,
  "e_tot_ha": -152.863931,
  "charge": 0,
  "smiles": "O.O",
  "e_homo_ev": -11.37,
  "homo_lumo_gap_ev": 11.9
}

[4]
{
  "formula": "H4O2",
  "method": "ωB97M-V with the def2-TZVPD basis set",
  "elements": ["O", "H", "H", "O", "H", "H"],
  "coordinates": [[0.14631, -1.37699, -0.73079], [-0.43833, -0.84988, -1.34554], [-0.39786, -1.46446, 0.10367], [0.52131, 1.17635, 0.86014], [0.47363, 0.93881, -0.08242], [-0.30506, 1.57616, 1.19495]],
  "forces_ev_per_a": [[-1.9, 0.8, 0.2], [0.9, -1.0, 1.0], [1.0, 0.2, -1.4], [-0.2, 0.2, 0.3], [-0.4, 0.2, 0.7], [0.6, -0.4, -0.9]],
  "lowdin_charge": [-0.10, 0.06, 0.06, -0.08, 0.02, 0.04],
  "largest_force_ev_per_a": 2.02,
  "relative_energy_kcal_mol": 7.2,
  "e_tot_ha": -152.863471,
  "charge": 0,
  "smiles": "O.O",
  "e_homo_ev": -11.27,
  "homo_lumo_gap_ev": 11.9
}

[5]
{
  "formula": "H4O2",
  "method": "ωB97M-V with the def2-TZVPD basis set",
  "elements": ["O", "H", "H", "O", "H", "H"],
  "coordinates": [[1.18913, -0.09969, -0.04330], [1.91527, -0.72558, 0.16905], [1.76888, 0.61133, -0.38099], [-1.86730, -0.18943, -0.12579], [-2.11095, 0.60174, 0.40716], [-0.89503, -0.19837, -0.02614]],
  "forces_ev_per_a": [[1.9, 0.0, -0.1], [-1.1, -0.1, 0.1], [-0.9, 0.0, 0.0], [0.4, 1.0, 0.8], [0.1, -0.9, -0.6], [-0.4, -0.2, -0.2]],
  "lowdin_charge": [-0.07, 0.06, 0.06, -0.09, 0.05, -0.01],
  "largest_force_ev_per_a": 1.91,
  "relative_energy_kcal_mol": 2.8,
  "e_tot_ha": -152.870530,
  "charge": 0,
  "smiles": "O.O",
  "e_homo_ev": -10.91,
  "homo_lumo_gap_ev": 11.5
}

[6]
{
  "formula": "H4O2",
  "method": "ωB97M-V with the def2-TZVPD basis set",
  "elements": ["O", "H", "H", "O", "H", "H"],
  "coordinates": [[-1.81941, -0.18679, -0.10836], [-0.79386, -0.24591, -0.07602], [-2.11877, 0.73011, -0.11358], [1.28596, -0.06943, -0.22823], [1.77200, 0.65041, 0.29371], [1.67409, -0.87838, 0.23247]],
  "forces_ev_per_a": [[2.0, -0.6, 0.1], [-2.5, 0.8, -0.2], [0.6, -0.1, 0.0], [2.0, -0.1, 2.3], [-1.2, -1.2, -1.2], [-0.9, 1.3, -1.1]],
  "lowdin_charge": [-0.11, 0.04, 0.02, -0.11, 0.08, 0.08],
  "largest_force_ev_per_a": 3.06,
  "relative_energy_kcal_mol": 6.3,
  "e_tot_ha": -152.864943,
  "charge": 0,
  "smiles": "O.O",
  "e_homo_ev": -10.85,
  "homo_lumo_gap_ev": 11.4
}

[7]
{
  "formula": "H4O2",
  "method": "ωB97M-V with the def2-TZVPD basis set",
  "elements": ["O", "H", "H", "O", "H", "H"],
  "coordinates": [[-0.16543, 1.01144, 1.22686], [-0.38765, 0.39441, 0.53011], [0.70386, 0.77841, 1.59341], [-0.16444, -0.49221, -0.84820], [0.77162, -0.78591, -1.00488], [-0.75796, -0.90614, -1.49729]],
  "forces_ev_per_a": [[0.4, 0.8, 1.3], [0.3, -0.3, -0.2], [-0.6, 0.0, -0.4], [0.9, -0.9, -0.9], [-1.6, 0.3, 0.0], [0.6, 0.1, 0.3]],
  "lowdin_charge": [-0.09, -0.05, 0.03, -0.06, 0.09, 0.07],
  "largest_force_ev_per_a": 1.62,
  "relative_energy_kcal_mol": 5.6,
  "e_tot_ha": -152.866023,
  "charge": 0,
  "smiles": "O.O",
  "e_homo_ev": -10.53,
  "homo_lumo_gap_ev": 11.0
}

[8]
{
  "formula": "H4O2",
  "method": "ωB97M-V with the def2-TZVPD basis set",
  "elements": ["O", "H", "H", "O", "H", "H"],
  "coordinates": [[-2.38129, 1.46198, 11.18146], [-2.70453, 2.14559, 10.55183], [-2.95910, 1.55979, 11.97193], [0.99582, 1.67651, 11.00730], [1.09628, 2.52365, 10.51689], [0.10023, 1.72866, 11.41160]],
  "forces_ev_per_a": [[-0.8, 0.9, 0.2], [0.3, -0.7, 0.7], [0.6, -0.1, -0.9], [-0.7, 1.0, -0.1], [-0.1, -0.9, 0.6], [0.7, -0.1, -0.5]],
  "lowdin_charge": [-0.08, 0.05, 0.05, -0.09, 0.04, 0.02],
  "largest_force_ev_per_a": 1.21,
  "relative_energy_kcal_mol": 3.4,
  "e_tot_ha": -152.869523,
  "charge": 0,
  "smiles": "O.O",
  "e_homo_ev": -11.11,
  "homo_lumo_gap_ev": 11.8
}